Here is one molecule with the formula C3Cl2F2 from the OMol25 dataset. Energies are from ωB97M-V with the def2-TZVPD basis set.

Total energy   -1234.130474 Ha
Kohn-Sham gap (alpha / beta)   7.865 / 7.312 eV
Max |F|   3.41 eV/Å
2S+1   3
M   144.94 u
Relative energy (zero: lowest compared OMol25 entry of this formula, charge and spin)   28.4 kcal per mole
HOMO energy (alpha / beta)   -9.0 / -9.6 eV

Positions of all 7 atoms, in Å:
C 0.384360 -1.527434 -0.701270
C -0.995666 1.148444 -0.166652
C -0.028227 -0.304595 0.168584
F -0.864178 -0.697410 1.186415
F 1.077724 0.224882 0.781243
Cl 0.847471 -1.049956 -2.197624
Cl -0.421483 2.206069 0.929304

Cartesian forces (eV/Å) of the 3 atoms listed first:
C -1.1 3.1 0.8
C 0.6 -2.5 -1.2
C -0.6 0.7 1.4

=====

Here is C23H24IrNO2P as an isolated structure from the OMol25 dataset. Energies are from ωB97M-V with the def2-TZVPD basis set.

Total energy   -1541.442850 Ha
Kohn-Sham gap (alpha / beta)   5.615 / 5.856 eV
Net charge   +1
Max |F|   2.24 eV/Å
M   569.64 u
HOMO energy (alpha / beta)   -10.2 / -10.3 eV

Positions of all 52 atoms, in Å:
Ir 0.629165 -1.347191 -1.267604
O 4.485271 -0.376335 -0.872056
C 3.417917 -0.835146 -0.583412
O 2.604817 -1.456015 -1.434584
C 2.889650 -0.853020 0.842647
P 1.085804 -0.752634 0.861344
C 0.490881 -1.374698 2.425348
C -0.030105 -2.661006 2.554914
C -0.412419 -3.125114 3.804332
C -0.275431 -2.303345 4.914308
C 0.239529 -1.019388 4.782298
C 0.619337 -0.542645 3.537720
C 0.617736 0.952688 0.818208
C 1.476913 1.923721 0.263546
C 0.931436 3.024446 -0.315876
C -0.520016 3.135130 -0.482944
C -1.279867 2.402725 0.535932
C -0.742041 1.295818 1.088786
H 3.330389 -0.074855 1.464421
H 3.183053 -1.823808 1.252150
H -0.134096 -3.300842 1.685929
H -0.811465 -4.124721 3.912010
H -0.572275 -2.663894 5.890376
H 0.346123 -0.384675 5.651782
H 1.007148 0.462876 3.433085
H 2.550479 1.774504 0.255408
H 1.565747 3.774070 -0.770422
H -0.830812 4.177086 -0.532504
H -2.306246 2.687866 0.735083
H -1.330967 0.660217 1.743050
C -1.795647 -2.033832 -2.688452
N -1.486419 -1.305064 -1.429386
C -2.180936 -1.976433 -0.310588
C -1.965646 0.118223 -1.557709
C -0.833004 0.999391 -1.930798
C -0.944502 2.452960 -2.033879
C -0.032843 3.000220 -3.058541
C 1.085172 2.337280 -3.420238
C 1.399278 1.066252 -2.837522
C 0.398948 0.400906 -2.148886
H -2.874415 -2.063831 -2.854896
H -1.421870 -3.054329 -2.618630
H -1.319592 -1.526711 -3.527419
H -3.258895 -2.008964 -0.490615
H -1.984622 -1.436132 0.613177
H -1.806672 -2.995172 -0.219060
H -2.433648 0.435306 -0.622857
H -2.740970 0.155280 -2.330296
H -1.971412 2.771544 -2.215194
H -0.222226 4.003688 -3.420812
H 1.789915 2.787996 -4.107095
H 2.374341 0.619622 -2.983566

Cartesian forces (eV/Å) of the 3 atoms listed first:
Ir 0.3 -1.0 0.0
O 0.0 0.1 -0.1
C -0.3 -0.2 -0.2

=====

Here is an isolated ion of composition C2H7NO3PS and charge -1 from the OMol25 dataset. Energies are from ωB97M-V with the def2-TZVPD basis set.

Total energy   -1100.259731 Ha
Kohn-Sham gap   8.166 eV
Net charge   -1
Max |F|   10.28 eV/Å
M   156.12 u
Relative energy (zero: lowest compared OMol25 entry of this formula, charge and spin)   220.5 kcal per mole
HOMO energy   -4.7 eV

Positions of all 15 atoms, in Å:
C -0.781186 1.118712 1.901621
S 0.080777 1.423929 0.230136
O -0.475425 2.649955 -0.532952
O 1.620607 1.531901 0.547841
P -0.171493 -0.448494 -0.867097
N -0.159209 -2.017327 -1.764889
C 1.112827 -2.533185 -1.493119
O 2.374962 -2.925955 -1.166473
H -0.123048 0.285528 2.430475
H -0.914621 2.091880 2.537420
H -1.815412 0.599176 1.610278
H -1.128197 -0.926025 0.098475
H -1.270450 0.076396 -1.637327
H 0.755497 0.076214 -1.851433
H 0.894372 -1.002706 -0.042955

Cartesian forces (eV/Å) of the 3 atoms listed first:
C -0.6 -1.0 0.1
S 3.3 3.8 0.2
O 0.8 -3.0 2.3

=====

Here is C6H4MnO6 as an isolated structure from the OMol25 dataset. Energies are from ωB97M-V with the def2-TZVPD basis set.

Total energy   -1831.977741 Ha
Kohn-Sham gap (alpha / beta)   10.597 / 5.805 eV
Net charge   +3
Max |F|   11.89 eV/Å
2S+1   5
M   227.03 u
Relative energy (zero: lowest compared OMol25 entry of this formula, charge and spin)   0.2 kcal per mole
HOMO energy (alpha / beta)   -24.0 / -24.8 eV

Positions of all 17 atoms, in Å:
O -0.600950 -1.697780 -3.628152
C -0.551250 -1.175948 -2.591685
Mn -0.413833 -0.397097 -0.969411
O -3.006660 1.120631 -0.937131
C -2.019195 0.515421 -0.989548
C 1.202032 -1.201479 -0.623229
O 2.230071 -1.539379 -0.187094
C 0.446230 1.168337 -1.472357
O 1.002060 2.144420 -1.737492
C -1.210463 -1.718966 0.050878
O -1.682978 -2.533599 0.719366
C 1.112826 0.997490 2.074183
O -0.182860 0.699489 1.530484
H 1.677861 1.388243 1.232840
H 1.637724 0.098730 2.449978
H 1.130431 1.755677 2.869374
H -0.771047 0.375811 2.208996

Cartesian forces (eV/Å) of the 3 atoms listed first:
O 0.2 2.6 5.2
C -0.8 -5.2 -10.7
Mn -0.2 1.0 2.1

=====

Here is C8H14N as an isolated structure from the OMol25 dataset. Energies are from ωB97M-V with the def2-TZVPD basis set.

Total energy   -367.608122 Ha
Kohn-Sham gap   9.856 eV
Net charge   +1
Max |F|   6.22 eV/Å
M   124.21 u
Relative energy (zero: lowest compared OMol25 entry of this formula, charge and spin)   45.0 kcal per mole
HOMO energy   -13.0 eV

Positions of all 23 atoms, in Å:
C -0.335993 1.461190 -0.064566
C -1.207387 0.376093 -0.330287
C -0.296565 2.623855 -0.703399
C -2.439247 0.074050 -0.587251
C 0.642308 1.223581 1.158694
C 1.540971 -0.057282 0.879968
C -0.296201 -1.319309 -0.105242
C 0.588398 -1.700521 -1.328577
N 0.565053 -1.208348 1.107697
H 0.467155 3.306928 -0.407429
H -1.142196 2.875921 -1.281920
H -2.899385 -0.932675 -0.457718
H -3.052065 0.898614 -0.887186
H 1.138701 2.138681 1.306078
H 0.057520 1.117451 2.015913
H 1.799146 -0.041935 -0.210073
H 2.413534 -0.136099 1.576299
H -1.082043 -1.964438 0.088005
H 1.145822 -2.581821 -0.973582
H 1.345685 -0.950895 -1.737696
H -0.138608 -2.101552 -2.195740
H 1.087971 -2.068828 1.061163
H 0.097425 -1.032659 2.076851

Cartesian forces (eV/Å) of the 3 atoms listed first:
C 1.8 0.7 1.3
C 2.5 -5.6 1.1
C -0.2 -0.8 1.1

=====

Here is a 2-piece molecular cluster, C5H13BrN overall from the OMol25 dataset. Energies are from ωB97M-V with the def2-TZVPD basis set.

Total energy   -2826.674078 Ha
Kohn-Sham gap (alpha / beta)   8.637 / 9.310 eV
Net charge   +1
Max |F|   2.39 eV/Å
M   167.07 u
Relative energy (zero: lowest compared OMol25 entry of this formula, charge and spin)   108.0 kcal per mole
HOMO energy (alpha / beta)   -13.3 / -14.2 eV

Positions of all 20 atoms, in Å:
C 0.737447 -2.001654 -0.091424
C 0.079804 1.674561 0.685134
C -1.449639 -0.147059 0.401486
C -0.225268 0.704805 -1.493361
C 0.930762 -0.560375 0.221876
N -0.151599 0.407555 -0.040685
Br 2.673170 0.100816 -0.153109
H 1.598514 -2.553849 0.280559
H 0.695106 -2.173134 -1.171860
H -0.148377 -2.427453 0.370688
H 0.252934 1.455615 1.739322
H 0.945880 2.202101 0.288061
H -0.793302 2.318050 0.587936
H -1.390910 -0.410515 1.456811
H -2.230700 0.596654 0.264636
H -1.712038 -1.027757 -0.177839
H -0.473293 -0.195116 -2.053989
H -0.994557 1.453034 -1.676574
H 0.729283 1.094311 -1.845819
H 0.926787 -0.510597 2.408157

Cartesian forces (eV/Å) of the 3 atoms listed first:
C 0.0 -0.1 -0.1
C 0.2 1.0 0.6
C -0.8 -0.4 0.4

=====

Here is an isolated ion of composition C13H18F3N2O4 and charge +1 from the OMol25 dataset. Energies are from ωB97M-V with the def2-TZVPD basis set.

Total energy   -1215.566145 Ha
Structure (SMILES)   CC(=O)OCCC[C@]1(C[C@H](O)C(F)(F)F)CC[NH+]=C1OC#N
Kohn-Sham gap   7.192 eV
Net charge   +1
Max |F|   12.21 eV/Å
M   323.29 u
HOMO energy   -12.9 eV

Positions of all 40 atoms, in Å:
C 3.830184 -1.585942 0.969532
C 3.104035 -2.627331 -0.066359
O 2.512388 -3.719333 0.479159
O 3.067889 -2.532618 -1.533483
C 2.244375 -1.409235 -2.005536
C 0.789059 -1.251601 -1.267575
C 0.821103 -0.029834 -0.157613
C -0.586218 0.804351 -0.025773
C -1.668879 0.036755 0.955863
C -2.479574 -1.184674 0.216917
O -3.199576 -0.781905 -1.008710
C -3.659001 -1.681730 1.291236
F -4.520089 -0.565842 1.749132
F -4.524447 -2.625762 0.528833
F -3.038793 -2.393699 2.456949
C -1.128306 1.713520 -1.276998
C -1.725006 3.036384 -0.455974
N -0.755653 3.278510 0.694430
C -0.128908 2.077839 0.941183
O 0.899158 2.128851 2.014260
C 2.069086 2.815976 1.372780
N 2.999899 3.421627 0.664996
H 3.204777 -0.636564 1.246183
H 4.003424 -2.170729 1.995413
H 4.928056 -1.309111 0.596660
H 2.009581 -1.632580 -3.154550
H 2.794136 -0.363686 -2.002153
H 0.359332 -2.265926 -0.823484
H 0.017845 -0.917487 -2.115539
H 0.994285 -0.561903 0.896799
H 1.766762 0.634018 -0.348393
H -1.057396 -0.349418 1.903267
H -2.390691 0.881905 1.370160
H -1.742643 -2.058095 -0.040062
H -2.526076 -0.797463 -1.752070
H -1.995971 1.328596 -1.961990
H -0.301253 2.068391 -2.041365
H -1.502570 3.918218 -1.227753
H -2.878213 3.096391 -0.259914
H -0.606114 4.211139 1.181545

Cartesian forces (eV/Å) of the 3 atoms listed first:
C 1.1 -0.6 0.3
C -3.1 -5.6 2.7
O 3.8 7.1 -3.7

=====

What is the total energy in the first record?
-1234.130474 Ha

=====

Among the records above, which one has the highest max |F|?
C13H18F3N2O4

=====

Which value of max |F| does entry 2 give?
2.24 eV/Å

=====

Look up the total energy of the third one.
-1100.259731 Ha